# C42H38BN13O5RuS

A molecular structure, C42H38BN13O5RuS (wB97M-V/def2-TZVPD, the OMol25 dataset).

Geometry (Å):
Ru: -0.794 0.544 -0.244
C: 1.618 -2.932 0.018
C: 1.452 -1.563 -0.131
N: 0.184 -1.223 0.086
N: -0.502 -2.359 0.377
C: 0.362 -3.395 0.327
B: -2.044 -2.349 0.224
N: -2.321 -1.964 -1.243
C: -2.830 -2.597 -2.315
C: -2.681 -1.784 -3.421
C: -2.047 -0.644 -2.936
N: -1.835 -0.755 -1.626
N: -2.809 -1.379 1.128
C: -3.589 -1.577 2.218
C: -4.141 -0.373 2.580
C: -3.635 0.534 1.643
N: -2.851 -0.080 0.774
N: -2.552 -3.772 0.619
C: -2.186 -4.512 1.624
C: -3.110 -5.603 1.728
C: -4.041 -5.349 0.677
N: -3.733 -4.276 0.020
H: 2.525 -3.502 -0.062
H: 2.184 -0.822 -0.397
H: 0.049 -4.412 0.486
H: -3.282 -3.569 -2.225
H: -2.986 -1.993 -4.430
H: -1.736 0.242 -3.467
H: -3.733 -2.548 2.657
H: -4.821 -0.182 3.390
H: -3.786 1.600 1.582
H: -1.338 -4.284 2.255
H: -3.083 -6.409 2.443
H: -4.907 -5.931 0.404
C: 2.689 13.480 -3.324
O: 1.477 12.709 -3.506
C: 1.392 11.471 -3.125
C: 2.453 10.745 -2.510
C: 2.249 9.448 -2.154
C: 1.002 8.809 -2.385
C: -0.051 9.547 -2.999
C: 0.135 10.839 -3.360
C: 0.756 7.454 -2.028
N: -0.413 6.842 -2.215
C: -0.248 5.593 -1.757
C: 1.050 5.404 -1.270
N: 1.671 6.596 -1.447
C: 1.509 4.167 -0.714
C: 2.781 3.927 -0.172
C: 3.048 2.703 0.381
C: 2.056 1.723 0.375
N: 0.880 1.904 -0.211
C: 0.579 3.121 -0.709
C: -0.783 3.313 -1.182
N: -1.632 2.262 -1.057
C: -2.898 2.385 -1.451
C: -3.389 3.567 -1.997
C: -2.546 4.649 -2.125
C: -1.216 4.531 -1.708
H: 2.450 14.465 -3.707
H: 3.494 13.032 -3.903
H: 2.933 13.534 -2.265
H: 3.405 11.220 -2.329
H: 3.063 8.911 -1.685
H: -0.996 9.052 -3.169
H: -0.642 11.426 -3.828
H: 2.626 6.810 -1.212
H: 3.536 4.702 -0.161
H: 3.996 2.490 0.852
H: 2.212 0.780 0.879
H: -3.522 1.512 -1.315
H: -4.423 3.622 -2.303
H: -2.894 5.586 -2.537
C: 6.792 -0.520 6.691
C: 5.558 -0.806 5.890
C: 5.018 -2.089 5.839
C: 3.865 -2.352 5.115
C: 3.249 -1.313 4.437
C: 3.765 -0.019 4.467
C: 4.916 0.221 5.189
S: 1.763 -1.609 3.561
O: 1.674 -3.011 3.257
O: 1.644 -0.689 2.449
N: 0.586 -1.201 4.623
C: -0.559 -0.367 4.271
C: -0.316 1.129 4.068
C: -0.041 1.602 2.656
O: 0.675 2.548 2.407
O: -0.711 0.902 1.768
H: 6.530 -0.032 7.631
H: 7.464 0.146 6.151
H: 7.331 -1.435 6.930
H: 5.510 -2.895 6.367
H: 3.458 -3.351 5.059
H: 3.269 0.780 3.925
H: 5.332 1.221 5.215
H: 0.835 -1.289 5.595
H: -1.268 -0.509 5.085
H: -1.024 -0.777 3.375
H: 0.472 1.512 4.717
H: -1.240 1.641 4.360

Values from the calculation:
electronic energy: -87849.7825 eV
HOMO level (alpha / beta): -14.11 / -14.10 eV
charge: +3
HOMO-LUMO gap (alpha / beta): 5.506 / 3.544 eV
relative energy (zero: lowest compared OMol25 entry of this formula, charge and spin): 154.5 kJ/mol
<S²>: 8.812
spin multiplicity: 6